[1]
# C36H53FeN4OP2

A molecular structure, C36H53FeN4OP2 in a non-equilibrium geometry (the ωB97M-V functional and the def2-TZVPD basis, OMol25).

Geometry as XYZ:
```
97
C36H53FeN4OP2 | OMol25 | the ωB97M-V functional and the def2-TZVPD basis
C 1.88 -1.73 -1.74
C 1.95 0.43 -2.72
C 2.81 -2.24 -2.64
C 2.73 -0.13 -3.77
C 3.22 -1.42 -3.70
H 3.20 -3.25 -2.48
H 2.95 0.52 -4.62
H 3.89 -1.83 -4.46
N 1.43 -0.47 -1.79
P -0.28 -2.28 0.02
P 1.04 2.33 -0.96
C 1.38 -2.70 -0.66
H 1.32 -3.72 -1.09
H 2.09 -2.72 0.19
C 1.81 1.82 -2.53
H 1.89 2.44 -3.44
C -0.47 3.66 -0.85
C 2.76 3.08 -0.48
C -1.41 -3.23 -1.20
C -0.29 -3.21 1.69
C -1.78 3.16 -0.22
H -1.68 2.97 0.85
H -2.53 3.96 -0.34
H -2.18 2.27 -0.71
C -0.04 4.85 0.02
H 0.05 4.54 1.08
H 0.90 5.32 -0.29
H -0.83 5.62 -0.02
C -0.78 4.07 -2.29
H -1.53 4.87 -2.27
H 0.09 4.45 -2.83
H -1.19 3.22 -2.85
C 2.85 3.55 0.98
H 2.77 2.69 1.66
H 3.83 4.02 1.11
H 2.08 4.28 1.25
C 3.85 1.99 -0.66
H 3.53 1.05 -0.19
H 4.08 1.80 -1.72
H 4.77 2.30 -0.16
C 3.01 4.25 -1.47
H 2.35 4.22 -2.35
H 2.88 5.22 -0.99
H 4.04 4.20 -1.84
C -1.71 -3.17 2.28
H -1.66 -3.45 3.34
H -2.15 -2.16 2.22
H -2.39 -3.89 1.80
C 0.66 -2.51 2.67
H 1.69 -2.44 2.29
H 0.31 -1.52 2.97
H 0.71 -3.13 3.58
C 0.21 -4.67 1.59
H 0.38 -5.03 2.62
H -0.50 -5.36 1.14
H 1.17 -4.74 1.06
C -1.01 -2.99 -2.68
H -1.78 -3.47 -3.31
H -0.97 -1.93 -2.94
H -0.05 -3.48 -2.91
C -2.82 -2.71 -0.94
H -2.88 -1.63 -1.07
H -3.51 -3.16 -1.66
H -3.15 -2.96 0.08
C -1.39 -4.75 -1.01
H -0.37 -5.16 -1.02
H -1.92 -5.06 -0.10
H -1.91 -5.20 -1.87
Fe -0.06 0.13 -0.39
C 1.29 0.12 0.80
O 2.15 0.10 1.61
N -1.76 0.12 -1.69
C -2.62 0.25 -2.52
C -2.93 0.70 -3.85
C -4.25 0.75 -4.36
C -1.84 1.12 -4.67
C -4.43 0.91 -5.74
H -5.10 0.70 -3.67
C -2.04 1.27 -6.04
H -0.86 1.30 -4.20
C -3.32 1.11 -6.58
H -5.44 0.83 -6.15
H -1.18 1.47 -6.67
H -3.44 1.15 -7.66
N -4.09 1.30 4.59
C -3.21 1.01 3.60
C -1.82 1.18 3.78
C -0.95 0.94 2.71
N -1.39 0.46 1.52
C -2.72 0.26 1.36
C -3.65 0.55 2.33
H -3.76 1.61 5.49
H -5.08 1.19 4.47
H -1.42 1.53 4.73
H 0.11 1.17 2.82
H -3.05 -0.11 0.38
H -4.72 0.45 2.11
```

Results
2S+1: 5
gap between HOMO and LUMO (spin up / spin down): 6.3 / 5.2 eV
E_tot: -99157.7434 eV
<S²>: 6.2196
total charge: +1

[2]
# C36H54F6O27P

10 unconnected molecules or ions with the total composition C36H54F6O27P in a non-equilibrium geometry (the ωB97M-V functional and the def2-TZVPD basis, OMol25).

Geometry as XYZ:
```
124
C36H54F6O27P | OMol25 | the ωB97M-V functional and the def2-TZVPD basis
P 0.02 -0.51 -0.41
F -1.49 -1.04 -0.67
F 0.27 -0.26 -2.02
F -0.53 1.03 -0.19
F 1.52 0.02 -0.14
F -0.02 -0.90 1.17
F 0.65 -1.98 -0.69
C 1.68 -3.31 2.78
C 1.64 -4.28 3.99
C 1.11 -5.65 3.72
O 2.03 -6.57 4.21
C 3.15 -5.94 4.59
O 4.15 -6.42 5.15
O 2.97 -4.58 4.41
H 0.64 -3.18 2.51
H 2.18 -3.74 1.91
H 2.07 -2.31 3.01
H 1.12 -3.84 4.84
H 0.97 -5.81 2.65
H 0.12 -5.83 4.14
C -2.57 0.15 -3.75
C -4.06 -0.09 -3.72
C -4.56 -0.86 -2.54
O -5.51 -0.02 -1.99
C -5.64 1.09 -2.68
O -6.51 1.92 -2.57
O -4.76 1.13 -3.63
H -2.25 0.73 -4.61
H -2.04 -0.80 -3.67
H -2.25 0.67 -2.84
H -4.40 -0.56 -4.64
H -3.78 -1.07 -1.80
H -5.04 -1.80 -2.84
C 1.57 4.21 -2.35
C 1.55 2.65 -2.41
C 1.47 2.05 -3.75
O 2.67 1.30 -3.85
C 3.42 1.43 -2.87
O 4.54 0.96 -2.71
O 2.82 2.23 -1.97
H 1.52 4.41 -1.28
H 0.73 4.67 -2.86
H 2.45 4.63 -2.84
H 0.78 2.12 -1.86
H 1.35 2.81 -4.53
H 0.57 1.45 -3.86
C 3.69 2.35 1.16
C 4.49 1.14 1.63
C 5.37 0.36 0.65
O 6.53 -0.01 1.34
C 6.66 0.82 2.37
O 7.70 0.87 3.05
O 5.52 1.58 2.51
H 4.26 2.97 0.47
H 3.45 2.91 2.06
H 2.84 1.95 0.60
H 3.76 0.41 1.98
H 5.58 1.04 -0.18
H 4.75 -0.40 0.18
C -3.69 1.01 2.56
C -4.23 0.00 1.53
C -4.36 -1.43 2.07
O -5.70 -1.72 1.98
C -6.36 -0.73 1.46
O -7.56 -0.65 1.18
O -5.62 0.34 1.49
H -4.04 1.96 2.14
H -2.61 0.91 2.58
H -4.09 0.91 3.57
H -3.59 0.01 0.65
H -4.13 -1.45 3.14
H -3.61 -2.10 1.65
C -0.44 -4.51 -1.80
C -0.62 -4.57 -0.22
C -1.85 -3.88 0.18
O -2.42 -4.78 1.09
C -1.79 -6.01 0.97
O -2.28 -7.03 1.36
O -0.83 -5.92 0.03
H -0.38 -3.48 -2.15
H -1.35 -4.96 -2.19
H 0.47 -5.01 -2.12
H 0.21 -4.18 0.37
H -2.53 -3.61 -0.63
H -1.46 -3.01 0.71
C -1.87 3.62 -1.96
C -3.26 3.97 -1.38
C -3.73 3.06 -0.25
O -3.94 3.99 0.80
C -3.69 5.24 0.44
O -3.86 6.23 1.18
O -3.11 5.22 -0.75
H -1.94 2.80 -2.67
H -1.24 3.27 -1.15
H -1.44 4.51 -2.43
H -4.01 3.97 -2.17
H -2.97 2.36 0.09
H -4.64 2.48 -0.41
C 0.24 3.43 1.59
C -0.13 4.75 2.13
C 0.92 5.53 2.87
O 0.90 6.80 2.28
C 0.09 6.81 1.26
O -0.03 7.82 0.55
O -0.35 5.61 1.03
H 0.91 3.54 0.74
H -0.64 2.87 1.30
H 0.63 2.77 2.37
H -1.06 4.73 2.70
H 1.90 5.07 2.75
H 0.58 5.54 3.91
C 3.05 -2.57 -2.98
C 3.91 -2.37 -1.72
C 3.34 -3.03 -0.49
O 4.31 -3.96 -0.17
C 5.38 -3.88 -0.96
O 6.40 -4.53 -0.78
O 5.15 -3.01 -1.95
H 3.50 -2.26 -3.92
H 2.12 -2.00 -2.92
H 2.72 -3.62 -2.99
H 4.18 -1.34 -1.48
H 2.40 -3.56 -0.67
H 3.20 -2.24 0.24
```

Results
gap between HOMO and LUMO: 10.7 eV
E_tot: -119093.7134 eV
total charge: -1

[3]
# C36H54F9O39P3

12 unconnected molecules or ions with the total composition C36H54F9O39P3 in a non-equilibrium geometry (the ωB97M-V functional and the def2-TZVPD basis, OMol25).

Geometry as XYZ:
```
141
C36H54F9O39P3 | OMol25 | the ωB97M-V functional and the def2-TZVPD basis
C 1.44 -7.87 -2.75
C 2.87 -8.47 -2.44
O 3.77 -7.45 -2.47
C 3.16 -6.30 -2.70
O 3.76 -5.25 -2.77
O 1.78 -6.52 -3.01
F 3.32 -9.28 -3.39
H 0.78 -7.84 -1.88
H 0.95 -8.39 -3.56
H 2.99 -9.05 -1.53
C -3.65 3.79 -2.37
C -4.19 3.04 -3.55
O -3.78 3.94 -4.57
C -3.48 5.14 -4.15
O -3.31 6.15 -4.83
O -3.51 5.08 -2.82
F -5.57 2.98 -3.54
H -2.69 3.35 -2.10
H -4.29 3.56 -1.51
H -3.81 2.02 -3.69
C 8.83 0.46 1.73
C 10.10 1.17 2.05
O 9.72 2.53 1.94
C 8.39 2.71 1.93
O 7.81 3.80 2.07
O 7.82 1.49 1.72
F 11.05 0.89 1.18
H 8.54 -0.34 2.42
H 8.96 0.02 0.74
H 10.44 0.92 3.05
C 5.58 5.73 8.09
C 5.98 4.44 8.63
O 7.26 4.79 9.16
C 7.19 6.01 9.58
O 7.84 6.53 10.41
O 6.16 6.66 8.93
F 6.20 3.48 7.75
H 4.49 5.73 8.09
H 5.88 5.86 7.05
H 5.36 4.06 9.45
C -6.99 -5.43 -3.71
C -5.66 -5.74 -3.05
O -5.50 -7.00 -3.59
C -6.68 -7.60 -3.93
O -6.87 -8.77 -4.13
O -7.62 -6.67 -3.84
F -5.79 -5.92 -1.75
H -6.92 -5.00 -4.71
H -7.67 -4.87 -3.07
H -4.82 -5.06 -3.22
C -1.61 8.99 3.64
C -2.81 8.71 4.58
O -2.44 9.29 5.78
C -1.06 9.59 5.78
O -0.35 9.88 6.76
O -0.55 9.40 4.51
F -2.86 7.37 4.84
H -1.89 9.69 2.86
H -1.24 8.18 3.01
H -3.82 9.02 4.33
C 1.54 -0.03 1.08
C 1.26 0.80 2.26
O 0.21 0.17 2.91
C -0.36 -0.71 2.04
O -1.46 -1.26 2.26
O 0.26 -0.70 0.90
F 0.97 2.02 1.91
H 2.31 -0.76 1.31
H 1.66 0.54 0.16
H 2.08 0.88 2.97
C -2.80 -7.39 5.12
C -4.03 -8.20 5.34
O -3.65 -9.40 4.71
C -2.78 -9.19 3.76
O -2.58 -9.97 2.78
O -2.23 -7.95 3.94
F -5.01 -7.61 4.63
H -2.19 -7.66 5.98
H -2.97 -6.31 5.21
H -4.39 -8.27 6.37
C 6.95 -9.34 4.12
C 6.17 -9.40 5.37
O 5.05 -8.52 5.12
C 5.44 -7.64 4.26
O 4.80 -6.63 3.97
O 6.50 -8.15 3.48
F 6.90 -8.82 6.30
H 6.79 -10.18 3.44
H 8.03 -9.37 4.28
H 5.99 -10.41 5.76
C 3.09 8.49 -2.82
O 4.08 7.55 -3.10
P 3.79 6.40 -4.26
O 2.78 5.39 -3.91
O 5.25 5.89 -4.60
C 5.71 4.57 -4.41
O 3.46 7.36 -5.55
C 3.29 6.83 -6.79
H 3.25 9.01 -1.87
H 2.07 8.13 -2.82
H 3.18 9.19 -3.65
H 4.91 3.88 -4.13
H 6.50 4.51 -3.66
H 5.95 4.20 -5.40
H 2.82 5.86 -6.68
H 4.21 6.67 -7.36
H 2.62 7.52 -7.31
C -8.65 2.97 4.97
O -7.74 2.74 6.07
P -7.15 1.25 6.42
O -8.10 0.45 7.22
O -6.79 0.64 4.96
C -7.65 -0.25 4.30
O -5.73 1.52 7.20
C -4.75 0.48 7.29
H -7.92 3.20 4.19
H -9.31 3.83 5.09
H -9.23 2.10 4.65
H -8.69 -0.20 4.61
H -7.27 -1.25 4.47
H -7.65 -0.07 3.22
H -5.07 -0.34 6.65
H -4.65 0.02 8.28
H -3.79 0.82 6.91
C -0.89 -0.53 -9.00
O -2.08 -0.20 -9.79
P -2.95 -1.46 -10.29
O -3.35 -2.40 -9.27
O -4.17 -0.70 -11.10
C -3.86 0.44 -11.92
O -1.97 -2.12 -11.42
C -2.47 -2.65 -12.67
H -0.06 -0.07 -9.54
H -0.70 -1.58 -8.83
H -0.77 -0.17 -7.98
H -4.35 1.26 -11.40
H -4.30 0.39 -12.92
H -2.79 0.64 -12.07
H -1.99 -2.06 -13.46
H -3.54 -2.72 -12.84
H -2.02 -3.64 -12.83
```

Results
gap between HOMO and LUMO: 10.3 eV
E_tot: -170385.8968 eV
structure (SMILES): O=C1OC[C@@H](F)O1.O=C1OC[C@@H](F)O1.O=C1OC[C@@H](F)O1.O=C1OC[C@@H](F)O1.O=C1OC[C@@H](F)O1.O=C1OC[C@@H](F)O1.O=C1OC[C@@H](F)O1.O=C1OC[C@@H](F)O1.O=C1OC[C@@H](F)O1.COP(=O)(OC)OC.COP(=O)(OC)OC.COP(=O)(OC)OC

[4]
# C36H54N6NaO2PSSe

A molecular structure, C36H54N6NaO2PSSe (the ωB97M-V functional and the def2-TZVPD basis, OMol25).

Geometry as XYZ:
```
102
C36H54N6NaO2PSSe | OMol25 | the ωB97M-V functional and the def2-TZVPD basis
Na -0.50 -0.75 -0.20
C -0.97 2.42 3.26
C -1.30 3.63 2.67
C -1.49 3.68 1.30
C -1.36 2.50 0.56
N -1.06 1.34 1.14
C -0.87 1.29 2.46
C -1.52 2.45 -0.92
C -1.36 3.58 -1.72
C -1.51 3.45 -3.09
C -1.80 2.20 -3.61
C -1.90 1.11 -2.74
N -1.79 1.25 -1.43
H -0.80 2.34 4.33
H -1.40 4.53 3.27
H -1.76 4.60 0.81
H -0.62 0.29 2.82
H -1.07 4.53 -1.29
H -1.37 4.30 -3.74
H -1.91 2.04 -4.68
H -2.01 0.09 -3.10
N -0.28 -1.70 1.98
P -0.10 -3.02 2.69
N 0.36 -4.36 1.76
C 0.86 -5.58 2.37
C 0.79 -6.74 1.38
C 1.60 -6.46 0.11
C 1.43 -5.00 -0.34
C 0.22 -4.36 0.31
N -1.42 -3.73 3.57
C -2.42 -4.36 2.69
C -3.71 -4.65 3.48
C -3.39 -4.91 4.94
C -2.81 -3.64 5.57
C -2.05 -2.82 4.51
N 1.02 -3.03 3.99
C 1.09 -3.90 5.13
C 1.04 -3.08 6.44
C 1.57 -1.66 6.20
C 2.72 -1.72 5.20
C 2.19 -2.17 3.83
H 0.27 -5.83 3.26
H 1.90 -5.46 2.71
H -0.26 -6.91 1.12
H 1.14 -7.66 1.87
H 1.27 -7.15 -0.68
H 2.65 -6.68 0.30
H 1.34 -4.90 -1.42
H 2.31 -4.41 -0.04
H -0.70 -4.88 -0.02
H 0.11 -3.34 -0.05
H -2.00 -5.29 2.31
H -2.65 -3.72 1.83
H -4.23 -5.50 3.02
H -4.39 -3.80 3.41
H -2.64 -5.72 5.00
H -4.27 -5.25 5.49
H -2.14 -3.90 6.40
H -3.62 -3.02 5.99
H -1.28 -2.21 4.98
H -2.72 -2.12 4.00
H 2.02 -4.50 5.11
H 0.26 -4.60 5.09
H 1.63 -3.58 7.21
H 0.01 -3.03 6.81
H 1.88 -1.20 7.14
H 0.78 -1.04 5.78
H 3.47 -2.43 5.57
H 3.22 -0.76 5.10
H 2.99 -2.67 3.27
H 1.86 -1.31 3.24
C 2.54 -1.58 0.13
C 2.69 -0.12 0.42
C 4.01 0.34 1.01
O 1.80 0.69 0.22
H 1.90 -1.98 0.92
H 3.50 -2.09 0.13
H 2.00 -1.73 -0.82
H 4.79 0.23 0.25
H 4.28 -0.30 1.86
H 3.94 1.38 1.33
C 6.98 -0.80 -2.09
C 5.69 -0.08 -2.40
C 5.66 1.30 -2.55
C 4.46 1.95 -2.82
C 3.29 1.22 -2.93
C 3.29 -0.16 -2.77
C 4.50 -0.80 -2.52
S 1.77 2.11 -3.25
C 1.27 1.13 -4.67
O 2.19 3.47 -3.74
H 7.83 -0.12 -2.12
H 7.16 -1.61 -2.80
H 6.95 -1.25 -1.09
H 6.58 1.87 -2.47
H 4.42 3.03 -2.96
H 2.36 -0.74 -2.83
H 4.50 -1.88 -2.40
H 0.50 1.71 -5.17
H 0.84 0.19 -4.28
H 2.13 0.97 -5.32
Se 0.04 -1.83 -2.80
```

Results
gap between HOMO and LUMO: 3.2 eV
E_tot: -141132.4288 eV
total charge: -2

Question: Which of these has the highest E_tot?
Answer: C36H53FeN4OP2

Question: Look up the E_tot of the second one.
Answer: -119093.7134 eV